i | This record from the OMol25 dataset describes a molecular structure, C6H7N. The level of theory is ωB97M-V/def2-TZVPD.

Geometry as XYZ:
```
14
Properties=species:S:1:pos:R:3:nbo_charge:R:1
C -1.937 0.788 1.868 -0.171
C -0.524 0.287 2.244 -0.241
C 0.610 -1.672 -1.799 0.272
C -1.506 1.801 1.120 -0.251
C -0.049 1.259 1.409 -0.168
C 1.750 -1.294 -2.476 -0.741
N -0.345 -1.971 -1.231 -0.314
H -2.834 0.366 2.368 0.205
H -0.155 -0.634 2.690 0.217
H -1.974 2.707 0.728 0.218
H 0.909 1.666 1.269 0.192
H 1.517 -1.037 -3.594 0.261
H 2.503 -2.014 -2.316 0.258
H 2.036 -0.253 -2.279 0.264
```

The value obtained for the orbital gap (spin up / spin down) is 8.0 / 8.0 eV. The calculation puts the LUMO energy (spin up / spin down) at 0.015 / 0.015 Eh. The HOMO energy (spin up / spin down) is -7.550 / -7.550 eV.

***

ii | This record from the OMol25 dataset describes a molecular structure, C6H7N. The level of theory is ωB97M-V/def2-TZVPD.

Geometry as XYZ:
```
14
Properties=species:S:1:pos:R:3:nbo_charge:R:1
C -1.292 0.097 -0.099 -0.036
C 1.531 0.203 -0.106 0.250
C -1.805 -1.090 -0.352 -0.346
C -1.134 1.367 0.602 -0.456
C 2.237 -0.969 0.255 -0.346
C -0.252 1.015 -0.491 -0.187
N 2.772 0.356 -0.290 -0.363
H -1.211 -1.697 -1.188 0.206
H -2.587 -1.482 0.141 0.199
H -1.943 2.206 0.479 0.231
H -0.847 1.428 1.578 0.233
H 2.357 -1.188 1.321 0.180
H 2.129 -1.811 -0.425 0.177
H 0.046 1.565 -1.425 0.257
```

The value obtained for the orbital gap is 9.8 eV. The calculation puts the LUMO energy at 0.017 Eh. The HOMO energy is -9.332 eV.

***

Relative calculated energies, zero for the most stable structure, unit kcal/mol: i 0.0; ii 29.6.